Entry from OMol25: 7 unconnected molecules or ions with the total composition C19H52N2O7 (wB97M-V/def2-TZVPD).

Calculated values
Energy above the lowest of the compared OMol25 structures with the same formula, charge and spin ... 0.00 kJ/mol
Strongest force on any atom ... 2.06 eV Å⁻¹
DFT total energy ... -1391.33507 Eh
Charge ... 0
LUMO energy ... 0.01312 Eh
HOMO-LUMO gap ... 10.0 eV
HOMO energy ... -9.68 eV

The geometry in XYZ format:
```
80
Properties=species:S:1:pos:R:3:forces:R:3
N 0.010699 -0.368123 1.135231 0.22 0.71 0.59
C 0.576351 0.878303 1.169914 1.19 -0.47 -1.11
N 1.948212 0.832706 1.103049 -0.17 -0.36 0.59
O -0.053649 1.930075 1.105252 -0.33 0.16 0.45
H 0.656875 -1.098301 0.884594 -0.34 -0.17 -0.09
H -0.903070 -0.413388 0.711665 -0.03 -0.27 -0.02
H 2.402938 -0.048862 1.306459 0.00 0.14 -0.18
H 2.532697 1.640517 0.986088 -0.30 0.28 0.15
C 1.770956 5.858445 0.779595 0.94 0.87 0.57
C 2.260931 4.436197 0.640074 -0.61 -0.35 0.06
C 3.427328 4.278390 -0.315078 -0.11 0.94 -0.48
O 2.651171 3.990150 1.947420 0.35 -0.26 0.11
H 0.974802 5.958628 1.515935 -0.32 -0.24 -0.32
H 1.550095 6.370687 -0.156048 -0.33 -0.30 -0.08
H 2.586739 6.443157 1.230734 0.05 -0.09 -0.12
H 1.432331 3.808063 0.300234 0.05 0.07 -0.05
H 3.497017 3.269835 -0.717958 0.30 -0.09 0.21
H 4.351755 4.651283 0.128792 0.07 -0.46 0.26
H 3.292911 4.952808 -1.168491 -0.24 -0.23 -0.10
H 2.084834 3.273125 2.247344 -0.26 0.16 -0.09
C -2.984043 -3.227604 0.292299 0.24 -0.71 0.20
C -2.627641 -2.545488 -1.003824 -0.61 1.97 -0.01
C -3.783932 -1.591715 -1.408157 -0.60 -0.83 -0.36
O -1.509532 -1.647722 -0.792635 0.02 -1.15 0.19
H -2.143821 -3.779464 0.722428 0.10 0.15 -0.07
H -3.772183 -3.969672 0.147824 -0.13 0.14 -0.12
H -3.342895 -2.506066 1.024228 0.07 0.03 0.05
H -2.415487 -3.250694 -1.806533 0.20 -0.06 0.03
H -4.471986 -2.035798 -2.137350 0.07 -0.13 0.12
H -3.429108 -0.668884 -1.858566 0.25 0.00 0.08
H -4.387510 -1.362668 -0.528889 0.06 0.24 0.00
H -0.918422 -1.733980 -1.555023 0.21 0.25 -0.13
C 2.348434 -0.849970 -1.987744 -0.09 -0.72 -0.18
C 1.565733 -1.660732 -3.024205 0.96 -0.13 0.52
C 1.718355 -3.148682 -2.769548 -0.58 -0.44 0.25
O 0.190262 -1.314638 -3.002944 -0.10 -0.13 -0.21
H 2.024441 -1.139442 -0.985416 -0.11 0.25 -0.01
H 2.233883 0.221825 -2.143167 0.04 0.05 0.13
H 3.395601 -1.153611 -2.058085 0.08 0.32 -0.03
H 2.039282 -1.504359 -4.003180 -0.44 0.38 -0.13
H 1.329161 -3.737131 -3.602598 0.22 0.05 -0.11
H 1.158990 -3.508293 -1.897643 -0.02 0.38 0.08
H 2.761556 -3.397206 -2.577793 0.06 -0.01 -0.26
H 0.109212 -0.351355 -3.061699 0.02 -0.30 0.03
C 1.475285 -3.506865 1.429485 0.05 -0.50 -0.80
C 2.928557 -3.220013 1.715049 0.18 0.12 1.09
C 3.955519 -4.069174 1.002796 -0.76 -0.76 -0.78
O 3.164181 -1.819589 1.471076 0.04 -0.25 0.07
H 1.325410 -4.589145 1.412421 -0.07 0.04 0.17
H 1.193258 -3.165357 0.427447 0.03 0.10 0.06
H 0.800760 -3.071172 2.161759 0.08 0.11 0.05
H 3.066812 -3.415373 2.788317 0.03 0.21 0.02
H 3.790733 -4.043052 -0.079406 0.35 0.42 -0.01
H 3.803357 -5.130101 1.225951 0.05 0.11 0.38
H 4.975175 -3.811771 1.278009 0.04 0.15 -0.13
H 4.039217 -1.619320 1.820208 0.02 0.09 -0.07
C -2.208427 2.619378 -1.605919 -0.46 -0.34 -0.49
C -1.041487 1.721298 -1.992257 -0.01 0.27 -0.59
C -0.976929 1.559713 -3.516552 -1.03 0.48 0.64
O 0.213969 2.263869 -1.583742 -0.38 -0.41 -0.15
H -3.147583 2.103259 -1.840206 0.04 -0.10 0.12
H -2.232102 3.508129 -2.239945 0.25 0.26 0.37
H -2.222800 2.844009 -0.541302 0.16 0.19 -0.03
H -1.242112 0.740845 -1.541083 0.39 -0.03 0.14
H -1.837113 0.966699 -3.837008 0.30 -0.37 -0.14
H -0.020800 1.155669 -3.835100 0.01 0.10 -0.30
H -1.160261 2.535341 -3.970393 0.51 0.06 -0.11
H 0.186536 2.208810 -0.615906 0.14 0.34 0.13
C -4.182957 1.431767 2.326547 0.75 0.74 -0.50
C -3.549830 0.102030 2.674108 -0.38 -0.25 0.19
C -2.291223 0.271879 3.503708 0.32 0.18 -0.48
O -4.508585 -0.725436 3.359422 0.24 -0.07 -0.11
H -4.342090 2.029080 3.227333 -0.28 -0.12 0.03
H -5.082016 1.385366 1.715055 -0.20 -0.36 0.31
H -3.478187 2.016542 1.719830 0.07 -0.10 0.10
H -3.290762 -0.455654 1.770208 -0.10 0.13 -0.11
H -1.613149 0.975265 3.014021 -0.17 0.20 0.08
H -1.710374 -0.649732 3.544308 -0.26 -0.15 0.38
H -2.543904 0.662457 4.492840 0.12 -0.11 0.07
H -4.376355 -0.589997 4.302335 -0.08 -0.02 0.03
```
Positions in Å, forces in eV/Å.

Löwdin atomic charge list, values in e, 6 entries: number 1, N, carries 0.196; number 2, C, carries -0.620; number 3, N, carries 0.192; number 4, O, carries 0.003; number 5, H, carries 0.050; number 6, H, carries 0.079